Below is a 14-piece molecular cluster, C4H26BO21 overall in a non-equilibrium geometry, with properties calculated with ωB97M-V/def2-TZVPD.

The geometry in XYZ format:
```
52
Properties=species:S:1:pos:R:3
H 2.2916 2.8086 -2.1340
C 0.7866 2.1166 -0.1780
H -0.2384 3.9596 -3.1080
B -0.6974 0.9226 1.0870
O 1.2736 -1.9564 4.6310
H -0.9764 0.5936 -2.8150
H 1.2326 -2.6244 -0.8310
H 0.5066 -1.2114 -0.9230
H -3.0824 -4.4734 -0.0940
H 1.2686 -0.1524 1.7930
O 3.7196 0.7166 -1.0180
H 0.2546 -0.2784 -2.9630
O -2.9364 -1.4674 1.2690
H -2.1704 -2.9004 4.6100
O -1.5014 -2.1744 -2.0170
O 0.2496 4.1446 -3.9250
O -0.9474 3.3276 -1.2510
C -1.5584 -0.3094 2.7260
O 1.3146 -1.6784 -0.7040
H -2.4244 2.0676 -2.1150
C -1.9294 -0.8474 1.4520
H 3.2016 1.4716 -0.8640
H 2.5396 2.0666 -3.3510
O -1.3974 2.0796 0.4320
O -0.5064 -3.5224 1.0260
C -0.5814 2.6236 -0.3380
H 3.4286 4.2056 -0.9330
H -1.7004 -1.8264 -2.9010
O -1.3654 -0.2704 0.4900
H -0.9344 -4.2694 1.4090
O -1.5304 -0.9194 3.7950
H 2.2286 -1.4794 1.3570
H -3.1184 -3.1494 0.4660
H 1.5996 -1.6924 3.7490
H -0.9714 -3.3484 0.2370
O -0.8654 0.7376 2.5480
O 4.3536 4.2396 -0.6640
H 1.0696 4.4386 -3.6200
O -3.6994 -3.7974 0.1920
H -1.6314 -1.3884 -1.5500
H 4.3306 3.7656 0.1380
O 0.7566 1.0926 0.6180
H 0.5896 -1.3514 4.9200
H -3.6244 1.0226 -2.4220
O -2.8664 1.5316 -2.7800
O -0.1454 0.4086 -2.4270
O 1.8226 -0.9064 2.0810
H 3.1786 -0.0434 -1.2510
O -2.1214 -3.8274 4.7290
O 2.8556 2.8526 -2.9230
O 1.8476 2.6766 -0.4540
H -1.1794 -4.0034 4.7990
```

Calculated values
- calculated total energy (eV) = -48251.4639
- LUMO level (eV) = 1.598
- net charge = -1
- orbital gap (eV) = 9.656
- HOMO level (eV) = -8.059
- multiplicity = 1

Atomic partial charges in e from the natural (NBO) method, atoms 1 to 4: 0.469, 0.741, 0.483, 1.180